[1]
A 2-piece molecular cluster, ClFH2NOP overall at a distorted geometry, computed with ωB97M-V with the def2-TZVPD basis set.

Last column: Mulliken charge in e.
Element x y z (Å)
O 0.407 -0.531 -0.300  -0.58
F -1.066 -2.320 0.821  -0.45
Cl 3.122 -0.762 0.691  -0.11
H 1.992 2.009 -1.977  0.28
N 2.318 1.378 -1.236  -0.53
H -0.509 -1.722 0.336  0.48
P 1.721 0.122 -0.522  0.91

Atomic forces in eV per Å
1.44 0.92 -0.73
0.26 0.19 -0.27
-0.94 0.81 -1.07
-0.35 -0.78 0.64
-0.59 -2.39 1.18
-0.42 -0.38 0.44
0.59 1.62 -0.18

Summary:
LUMO level: -1.207 eV
Relative energy (zero: lowest compared OMol25 entry of this formula, charge and spin): 153.3 kJ/mol
E_HOMO: -11.743 eV
Molar mass: 117.4 g/mol
Gap between HOMO and LUMO: 0.3872 hartree
Total charge: 0

=====

[2]
One molecule with the formula C4H7NO2, computed with ωB97M-V with the def2-TZVPD basis set.

Last column: Mulliken charge in e.
Element x y z (Å)
C 0.984 -0.032 0.731  -0.20
H 2.589 -1.255 1.224  0.33
H 0.946 1.851 -0.371  0.28
H 1.167 -2.066 0.600  0.26
H 2.281 -1.270 -0.562  0.32
C -1.504 0.044 0.007  0.64
N -2.453 0.955 0.345  -0.41
H 1.245 0.451 -1.442  0.19
O -1.482 -1.131 0.302  -0.55
O -0.639 0.687 -0.826  -0.36
H -2.444 1.791 -0.222  0.25
H -3.335 0.563 0.613  0.25
C 1.828 -1.198 0.441  -0.85
C 0.742 0.779 -0.527  -0.14

Atomic forces in eV per Å
0.21 0.03 -0.45
0.03 -0.27 0.05
0.25 -0.33 0.22
0.08 0.15 0.10
-0.07 0.01 0.17
-0.32 -0.27 -0.02
-0.24 -0.23 -0.09
0.28 -0.08 0.05
0.34 0.84 -0.14
-0.35 0.22 -0.38
-0.18 -0.15 0.28
-0.30 0.09 0.19
0.20 0.17 0.06
0.07 -0.21 -0.03

Summary:
LUMO level: -0.234 eV
Relative energy (zero: lowest compared OMol25 entry of this formula, charge and spin): 421.1 kJ/mol
E_HOMO: -8.555 eV
Molar mass: 101.1 g/mol
Gap between HOMO and LUMO: 0.3058 hartree
Total charge: 0

=====

[3]
C22H39N2OPSiSn as an isolated structure at a distorted geometry, computed with ωB97M-V with the def2-TZVPD basis set.

Last column: Mulliken charge in e.
Element x y z (Å)
C -4.286 1.339 -0.639  -0.55
H -0.500 2.178 -4.858  0.42
Si 0.257 -1.908 -2.179  0.84
H 2.978 0.959 -3.148  0.22
H 0.851 0.788 2.207  -0.41
H 4.893 1.087 -0.741  0.40
H 4.379 1.530 1.300  0.52
H -1.657 1.732 -3.557  0.26
H -3.099 -3.565 1.801  0.42
H -1.877 -2.415 -0.019  0.08
C -1.802 -2.049 1.012  -0.30
C -1.664 -1.047 3.621  -0.53
C -3.373 0.461 -1.312  0.53
C -3.878 -0.603 -2.133  -0.17
Sn -0.397 0.056 -0.547  0.70
H 2.210 -1.391 4.890  0.42
H 1.871 -3.608 -2.840  0.41
C 0.115 0.579 2.992  -0.02
H 0.006 3.793 -2.259  0.35
N -2.109 0.755 -1.192  -0.49
H 1.924 -0.012 -4.200  0.26
H 2.255 0.752 5.684  0.37
H -0.607 -3.039 -1.707  -0.27
H -1.653 -0.612 4.631  0.32
C 1.988 -2.633 -2.335  -1.00
H 2.834 0.421 -0.510  -0.75
C -5.248 -0.749 -2.273  -0.50
H -3.149 -1.254 -2.626  0.31
C -0.875 -0.475 2.612  0.45
H 2.460 -2.773 -1.349  0.23
C 1.600 -1.203 4.000  -0.65
H -0.367 1.523 3.287  0.35
C -5.640 1.162 -0.796  -0.43
N 0.895 0.099 4.219  0.04
H 4.516 -0.412 -1.627  0.23
H -0.120 -1.491 -3.575  -0.23
H 2.213 -1.149 3.094  0.27
H 2.250 1.704 -4.604  0.44
H -3.831 2.123 -0.028  0.35
H -5.625 -1.558 -2.896  0.36
C -2.503 -2.688 2.039  -0.81
O 2.865 -1.186 0.632  -0.84
H 5.452 -0.474 -0.097  0.47
H 1.734 3.503 -1.951  0.37
H -0.812 0.459 -4.463  0.29
C -6.128 0.125 -1.612  -0.46
H 2.562 1.393 4.037  0.32
H 3.262 0.644 2.350  -0.26
H 2.617 1.813 1.114  0.15
H 0.185 -0.079 4.945  0.35
C 4.637 0.027 -0.626  -1.83
H 1.160 3.750 -3.626  0.43
H 0.855 -1.995 3.902  0.24
C 1.794 1.146 4.773  -0.78
H 1.190 2.030 4.997  0.35
C -2.439 -2.171 3.335  -0.72
H -7.203 -0.009 -1.721  0.34
C 2.091 0.988 -3.791  -1.03
H 2.643 -1.995 -2.946  0.20
C 3.391 1.068 1.352  -0.81
C 0.914 3.332 -2.650  -1.44
C -1.019 -0.949 1.308  0.21
C 3.403 -0.006 0.284  1.80
P 0.634 1.523 -2.800  0.59
H -3.001 -2.651 4.133  0.38
C -0.715 1.468 -4.049  -1.11
H -6.310 1.835 -0.270  0.35

Atomic forces in eV per Å
0.25 -0.53 -0.48
-0.07 -0.15 0.07
0.24 -0.29 0.24
-0.11 0.00 -0.12
-0.12 -0.22 0.14
0.22 -0.08 -0.22
-0.09 0.56 0.49
0.18 -0.03 -0.09
0.04 0.11 0.23
-0.05 0.11 0.46
-0.64 -0.35 0.56
0.20 -0.15 -0.32
-2.25 0.07 0.35
0.51 0.58 0.70
1.58 -1.03 -0.23
-0.07 0.03 -0.23
0.09 0.35 0.13
0.26 0.29 0.19
0.04 0.03 -0.01
2.04 0.37 -0.99
-0.01 0.13 0.04
-0.09 0.16 -0.21
-0.06 0.15 -0.30
-0.17 -0.35 -0.25
0.11 0.06 0.18
-2.27 1.16 -1.09
-0.17 0.50 0.35
-0.34 0.18 0.12
-0.85 -0.63 0.07
-0.15 0.16 -0.25
0.23 -0.21 0.07
0.16 -0.21 0.03
-0.02 -0.42 -0.13
-0.50 0.09 0.17
-0.27 -0.10 0.49
-0.20 -0.09 0.34
-0.04 -0.01 -0.16
0.00 -0.14 0.03
-0.37 -0.20 -0.21
-0.07 0.19 0.11
0.27 0.21 -0.13
0.08 -0.54 0.85
0.48 -0.09 -0.28
-0.02 0.08 -0.04
0.05 0.19 0.11
-0.14 -0.16 -0.08
-0.18 -0.08 0.14
0.01 -0.07 -0.16
0.19 -0.05 0.40
0.30 0.04 -0.40
1.48 -0.22 1.16
-0.01 0.12 0.01
0.11 0.19 -0.11
0.07 0.14 -0.01
0.18 -0.15 -0.02
-0.18 -0.02 0.09
0.24 0.03 -0.01
-0.04 0.07 0.35
-0.15 -0.19 0.20
0.90 0.49 0.04
0.03 -0.39 0.06
0.68 0.57 -0.17
-1.15 -0.85 -1.55
-0.29 0.44 -0.40
0.02 0.12 -0.13
0.06 0.17 -0.03
-0.13 -0.15 -0.14

Summary:
LUMO level (alpha / beta): -0.479 / -0.781 eV
E_HOMO (alpha / beta): -5.904 / -5.908 eV
Molar mass: 525.3 g/mol
Gap between HOMO and LUMO (alpha / beta): 0.1994 / 0.1884 hartree
Total charge: 0

=====

Repeat the second record exactly.
One molecule with the formula C4H7NO2, computed with ωB97M-V with the def2-TZVPD basis set.

Last column: Mulliken charge in e.
Element x y z (Å)
C 0.984 -0.032 0.731  -0.20
H 2.589 -1.255 1.224  0.33
H 0.946 1.851 -0.371  0.28
H 1.167 -2.066 0.600  0.26
H 2.281 -1.270 -0.562  0.32
C -1.504 0.044 0.007  0.64
N -2.453 0.955 0.345  -0.41
H 1.245 0.451 -1.442  0.19
O -1.482 -1.131 0.302  -0.55
O -0.639 0.687 -0.826  -0.36
H -2.444 1.791 -0.222  0.25
H -3.335 0.563 0.613  0.25
C 1.828 -1.198 0.441  -0.85
C 0.742 0.779 -0.527  -0.14

Atomic forces in eV per Å
0.21 0.03 -0.45
0.03 -0.27 0.05
0.25 -0.33 0.22
0.08 0.15 0.10
-0.07 0.01 0.17
-0.32 -0.27 -0.02
-0.24 -0.23 -0.09
0.28 -0.08 0.05
0.34 0.84 -0.14
-0.35 0.22 -0.38
-0.18 -0.15 0.28
-0.30 0.09 0.19
0.20 0.17 0.06
0.07 -0.21 -0.03

Summary:
LUMO level: -0.234 eV
Relative energy (zero: lowest compared OMol25 entry of this formula, charge and spin): 421.1 kJ/mol
E_HOMO: -8.555 eV
Molar mass: 101.1 g/mol
Gap between HOMO and LUMO: 0.3058 hartree
Total charge: 0